Record 1
The following is a DFT calculation (ωB97M-V with the def2-TZVPD basis set) of a 2-piece molecular cluster, C4H5Cl overall at a distorted geometry.

Summary:
- LUMO (hartree) = 0.0400
- gap between HOMO and LUMO (eV) = 10.659
- SMILES string = C=CCl.C#C
- charge = 0
- energy relative to the best compared isomer or geometry (same formula, charge and spin) (kJ/mol) = 232.1

Structure (XYZ):
```
10
Properties=species:S:1:pos:R:3:forces:R:3
C -1.64395 1.24399 -0.59927 -0.6429 2.1170 0.3215
C -0.97655 0.86177 0.44035 1.0958 -3.2684 0.4929
Cl 0.02203 1.99478 1.15429 1.0520 1.2919 1.5587
H -1.74982 2.30502 -0.66637 0.3978 0.7728 -0.4027
H -2.23651 0.81113 -1.30827 -1.3160 -2.1619 -1.2506
H -0.75673 -0.18079 0.82252 -0.6047 1.2857 -0.6975
C 2.66318 -0.85225 1.01871 0.0051 -0.5652 1.0126
C 1.88488 -1.04793 0.13754 0.0645 -0.2088 -1.5135
H 3.20965 -0.96882 1.92176 0.2279 0.4774 0.0704
H 1.46966 -1.27239 -0.82626 -0.2795 0.2594 0.4083
```
Forces are in eV/Å.

Results of the natural (NBO) charge analysis, in e, for atoms 1 through 6: -0.412 -0.232 0.014 0.197 0.209 0.225

Record 2
The following is a DFT calculation (ωB97M-V with the def2-TZVPD basis set) of a 2-piece molecular cluster, C4H5Cl2OP overall at a distorted geometry.

Summary:
- LUMO (alpha / beta) (hartree) = -0.1043 / -0.1044
- gap between HOMO and LUMO (alpha / beta) (eV) = 6.183 / 6.181
- charge = 0
- energy relative to the best compared isomer or geometry (same formula, charge and spin) (kJ/mol) = 661.2

Structure (XYZ):
```
13
Properties=species:S:1:pos:R:3:forces:R:3
C -2.96222 -1.67491 -0.92339 1.2904 0.1187 0.9635
C -1.91840 -1.78406 -0.30782 1.8773 0.8737 0.4742
C -0.29959 1.49874 0.61253 0.2984 -1.8439 -0.9243
C 1.89948 -0.48628 -0.43314 1.4297 -1.2533 0.4369
O 1.10282 -0.27446 2.27084 0.4106 -0.6546 0.5846
P 0.70370 -0.13153 0.88824 -2.5206 1.5999 -1.8219
Cl -1.01678 1.55080 -0.99680 -0.1132 -0.1580 0.0576
Cl 3.16397 0.79350 -0.39058 -0.0015 -0.1844 0.6200
H -3.94259 -1.37201 -1.04061 -1.5038 0.0301 -0.6825
H -1.03154 1.48548 1.39813 -0.3991 0.0221 0.2304
H 0.31594 2.36749 0.63453 0.8869 0.3474 0.5650
H 1.68239 -0.44676 -1.47120 -1.5179 -0.1763 -0.5725
H 2.30281 -1.52600 -0.24072 -0.1370 1.2787 0.0690
```
Forces are in eV/Å.

Results of the natural (NBO) charge analysis, in e, for atoms 1 through 6: -0.493 -0.296 -0.708 -0.798 -0.941 1.905